1.
Below is one molecule with the formula C2H2ClF, with properties calculated with ωB97M-V/def2-TZVPD.

Structure (XYZ):
```
6
Properties=species:S:1:pos:R:3:forces:R:3:nbo_charge:R:1
C 0.44154 0.42604 -0.03571 -2.991 -1.419 0.158 0.321
C -0.52601 -0.55501 -0.04172 0.301 0.737 0.715 -0.503
H -1.62515 -0.23503 0.02623 1.972 -0.154 -0.265 0.232
H -0.41331 -1.66965 0.07675 0.557 1.580 -0.409 0.233
F -0.03918 1.70435 -0.00998 0.989 -0.729 -0.149 -0.327
Cl 2.16211 0.32930 -0.01557 -0.829 -0.016 -0.050 0.045
```
Forces are in eV/Å.

Values from the calculation:
Multiplicity: 1
E_tot, eV: -17345.1096
SMILES string: C=C(F)Cl
HOMO level, eV: -9.789
Kohn-Sham gap, eV: 10.666
Energy above the lowest of the compared OMol25 structures with the same formula, charge and spin, kJ/mol: 38.6

---

2.
Below is a 2-piece molecular cluster, C3H12NO overall, with properties calculated with ωB97M-V/def2-TZVPD.

Structure (XYZ):
```
17
Properties=species:S:1:pos:R:3:forces:R:3:nbo_charge:R:1
C 0.28999 -2.28906 -1.29746 -0.645 0.856 2.638 -0.269
O -0.01729 -0.85349 -1.39146 0.362 -1.108 -1.142 -0.784
H 1.04863 -2.31137 -0.53591 1.125 -0.425 -0.256 0.174
H 0.54980 -2.84461 -2.19597 -0.193 0.462 -0.041 0.219
H -0.53348 -2.67717 -0.70296 -0.447 -0.741 -0.801 0.190
H -0.09506 -0.77644 -2.33746 -0.303 0.916 -0.569 0.493
C 0.88269 0.13632 1.10273 -0.363 -1.469 1.725 -0.445
N -0.06832 1.19588 0.45026 3.362 -0.008 -1.966 -0.542
C -1.12795 1.93014 1.18721 -0.238 -0.684 0.731 -0.419
H 1.94920 -0.06057 0.73964 -1.652 1.408 -0.381 0.269
H 0.48034 -0.97473 1.09478 0.021 2.753 0.263 0.249
H 0.93392 0.59458 2.10137 0.359 -1.029 0.067 0.220
H 0.68195 1.92872 0.05820 -2.545 -2.028 0.458 0.454
H -0.52119 0.61646 -0.25951 0.425 0.433 -1.050 0.476
H -0.72159 2.11430 2.17259 -0.285 0.449 0.249 0.228
H -1.35169 2.83115 0.62764 0.156 0.171 0.129 0.243
H -2.07267 1.35211 1.26252 0.860 0.044 -0.053 0.243
```
Forces are in eV/Å.

Values from the calculation:
Multiplicity: 1
E_tot, eV: -6834.9794
HOMO level, eV: -14.674
Total charge: +1
Kohn-Sham gap, eV: 11.378
Energy above the lowest of the compared OMol25 structures with the same formula, charge and spin, kJ/mol: 234.9

---

3.
Below is a 2-piece molecular cluster, C6H10N3 overall, with properties calculated with ωB97M-V/def2-TZVPD.

Structure (XYZ):
```
19
Properties=species:S:1:pos:R:3:forces:R:3:nbo_charge:R:1
C 2.77277 -0.92763 -0.08707 0.214 -0.289 0.569 -0.280
C 1.44746 -1.43082 -0.02253 1.934 -0.256 0.041 -0.012
C 2.72759 0.41402 -0.05451 -1.310 1.734 -0.200 -0.046
C -2.01213 1.03709 -0.74035 -0.610 0.941 -0.059 -0.407
C -1.84514 0.02014 -0.11120 -1.137 0.781 -0.962 0.172
C -1.99745 -1.28631 0.43432 0.569 -0.053 4.165 -0.709
N 0.64506 -0.40040 -0.03980 -1.083 -1.973 0.772 -0.289
N 1.38984 0.67184 0.00467 -0.739 -0.505 -0.248 -0.035
N 0.55827 1.76403 -0.02979 0.048 3.636 2.169 -0.548
H 3.68704 -1.39825 0.04033 1.326 -1.325 -0.223 0.250
H 1.24947 -2.50990 0.11421 -0.619 1.058 -0.411 0.250
H 3.33687 1.28254 -0.13141 1.058 -0.077 0.146 0.241
H -0.48176 1.37247 -0.23904 0.495 0.176 -0.623 0.470
H -2.40430 1.93719 -1.21091 0.385 -0.639 0.238 0.293
H -2.68770 -1.20028 1.39866 1.407 -0.351 -2.022 0.267
H -2.46410 -1.87015 -0.28916 -0.898 -1.239 -1.137 0.263
H -1.01537 -1.74735 0.74273 -1.319 0.492 -0.299 0.259
H 0.95093 2.52991 -0.59332 -0.491 -0.466 -0.592 0.435
H 0.38889 2.29806 0.91416 0.770 -1.644 -1.325 0.426
```
Forces are in eV/Å.

Values from the calculation:
Multiplicity: 1
E_tot, eV: -10842.5653
HOMO level, eV: -14.007
Total charge: +1
Kohn-Sham gap, eV: 10.575
Energy above the lowest of the compared OMol25 structures with the same formula, charge and spin, kJ/mol: 549.7

---

4.
Below is C2H2KO2 as an isolated structure, with properties calculated with ωB97M-V/def2-TZVPD.

Structure (XYZ):
```
7
Properties=species:S:1:pos:R:3:forces:R:3:nbo_charge:R:1
H 0.37879 0.74040 -1.37415 -0.131 1.590 1.667 0.141
O -0.34431 1.00026 0.77501 0.488 0.194 -0.677 -0.926
C 0.50579 0.59208 -0.14872 0.024 -0.644 -1.618 -0.122
C 0.28830 -0.82696 -0.67692 -0.149 -1.869 1.571 0.424
O -0.58266 -1.57923 -0.30683 0.384 0.470 -0.769 -0.661
H 1.60489 0.68688 0.01969 -0.493 0.214 -0.275 0.172
K -1.85079 -0.61344 1.71193 -0.122 0.045 0.102 0.972
```
Forces are in eV/Å.

Values from the calculation:
Multiplicity: 2
E_tot, eV: -22523.9040
HOMO level (alpha / beta), eV: -6.884 / -7.916
Kohn-Sham gap (alpha / beta), eV: 6.351 / 7.345
⟨S²⟩: 0.753
Energy above the lowest of the compared OMol25 structures with the same formula, charge and spin, kJ/mol: 0.0

---

5.
Below is C4H3F3N3O4S2 as an isolated structure, with properties calculated with ωB97M-V/def2-TZVPD.

Structure (XYZ):
```
19
Properties=species:S:1:pos:R:3:forces:R:3:nbo_charge:R:1
N 0.15724 -0.87646 2.03300 -0.473 1.153 -0.014 -0.298
C -0.32604 0.14703 1.79449 1.047 -2.452 0.166 0.292
C -1.07950 1.32903 1.52538 -0.252 0.388 0.469 -0.537
C -2.40091 1.25921 2.31000 0.902 -0.580 -0.900 0.134
F -2.66165 2.44047 2.89390 -0.324 1.465 0.710 -0.324
C -3.50740 0.91134 1.43940 -1.924 -0.827 -0.602 0.232
N -4.45583 0.58151 0.86638 1.055 0.436 0.390 -0.273
H -0.52476 2.17148 1.90845 0.144 0.462 -0.066 0.270
H -1.24005 1.42359 0.47093 0.058 0.199 -0.644 0.284
H -2.29558 0.50967 3.07066 -0.161 -0.437 0.504 0.215
N 2.55455 -1.17332 -1.30490 -0.304 0.329 -0.296 -1.209
S 2.61135 -2.09558 -2.59583 0.551 -1.096 -0.513 2.506
O 2.97911 -1.43001 -3.80517 -0.041 0.204 0.138 -0.937
O 1.61135 -3.11096 -2.67618 -0.107 0.149 0.192 -0.931
F 3.92916 -2.90631 -2.21055 -0.143 0.270 0.248 -0.510
S 1.38853 -0.12490 -1.30554 -0.421 0.847 0.076 2.516
O 1.55851 0.87525 -0.29343 0.358 -0.290 0.206 -0.968
O 0.06355 -0.63569 -1.47528 0.043 -0.199 -0.052 -0.948
F 1.63839 0.70466 -2.64568 -0.009 -0.024 -0.013 -0.512
```
Forces are in eV/Å.

Values from the calculation:
Multiplicity: 1
E_tot, eV: -46680.9653
HOMO level, eV: -6.625
Total charge: -1
Kohn-Sham gap, eV: 9.311

---

6.
Below is C5H8O as an isolated structure, with properties calculated with ωB97M-V/def2-TZVPD.

Structure (XYZ):
```
14
Properties=species:S:1:pos:R:3:forces:R:3:nbo_charge:R:1
C -0.73125 -0.93594 -0.30757 -0.090 -0.023 0.023 -0.058
C 0.58898 -0.58175 -0.84844 -0.003 0.081 -0.195 0.026
C 0.87210 0.84664 -0.38400 -0.032 0.015 -0.078 -0.433
C 0.02225 0.87311 0.90395 0.173 -0.133 0.228 -0.463
C -0.39023 -0.44965 1.07172 -0.288 0.314 0.055 0.007
O 0.84880 -1.50279 0.21046 0.305 -0.162 0.076 -0.487
H -1.67207 0.38819 -0.61259 0.026 0.087 0.037 -0.107
H -1.28837 -1.82122 -0.58989 0.066 0.158 0.029 0.245
H 0.92145 -0.92792 -1.82605 -0.060 0.057 0.146 0.211
H 1.93728 0.98384 -0.16732 -0.146 -0.027 -0.028 0.224
H 0.56996 1.57919 -1.14201 0.037 -0.106 0.092 0.214
H 0.31313 1.50226 1.73883 -0.024 -0.126 -0.114 0.228
H -1.30663 0.97303 0.04380 -0.050 -0.194 -0.122 0.158
H -0.75686 -0.92569 1.97476 0.086 0.058 -0.150 0.233
```
Forces are in eV/Å.

Values from the calculation:
Multiplicity: 1
E_tot, eV: -7355.4179
HOMO level, eV: -7.882
Kohn-Sham gap, eV: 8.572
Energy above the lowest of the compared OMol25 structures with the same formula, charge and spin, kJ/mol: 659.7

---

7.
Below is C15H14BrCeNO2 as an isolated structure, with properties calculated with ωB97M-V/def2-TZVPD.

Structure (XYZ):
```
34
Properties=species:S:1:pos:R:3:forces:R:3:lowdin_spin:R:1
C 1.83160 1.22409 0.37611 0.729 -0.511 1.283 0.000
C 2.04185 -0.18917 0.26493 -0.346 0.840 1.073 0.005
C 1.78709 -0.77854 1.54156 1.016 0.919 -0.161 0.003
C 1.49476 0.26745 2.46814 1.567 0.427 -0.547 0.005
C 1.54287 1.51803 1.75861 1.580 -0.768 -0.572 0.002
Ce -0.62151 0.42386 1.16679 -1.633 -1.025 -1.040 0.997
C 0.33853 -0.68025 -3.22318 1.512 0.141 -1.196 0.001
C 0.30641 0.48033 -3.81910 -1.754 0.114 2.037 0.002
C 0.04761 1.75160 -3.81293 0.639 2.642 -1.280 0.000
N -1.66523 1.93202 0.54117 -1.114 3.163 -2.583 -0.019
H 1.82705 -1.83732 1.74907 -0.108 0.015 0.076 0.000
H 2.43983 -0.68585 -0.60911 -0.370 -0.121 -0.046 0.001
H 1.08749 0.13492 3.46395 0.365 -0.001 0.167 0.002
H 1.33311 2.49935 2.15461 -0.140 0.003 0.037 0.001
H 1.83715 1.92730 -0.44916 0.165 -0.007 0.214 0.000
H 1.29180 -1.11401 -3.25843 2.055 -0.119 0.800 0.000
H -1.93415 2.62831 -0.21787 0.182 -0.756 1.260 -0.002
H -0.24150 -1.42365 -2.78775 -2.462 -0.766 -0.179 0.000
H 0.38013 2.44704 -4.57712 -0.524 -0.641 -1.322 0.000
H -0.35272 2.48684 -3.10224 0.521 -1.379 1.242 0.000
Br -4.22876 -2.31854 -0.74482 -0.174 -0.273 0.319 0.000
C -4.23407 -3.11756 0.98147 1.113 -0.455 0.487 0.000
C -5.22594 -3.96012 1.40938 -0.714 -0.201 -0.363 0.000
C -5.18066 -4.51227 2.67656 1.246 0.260 0.972 0.000
C -4.13055 -4.18786 3.55942 -0.021 -0.227 0.178 0.000
C -3.13219 -3.29387 3.15591 -0.908 -1.592 -0.032 0.000
C -3.14877 -2.91043 1.84109 0.217 1.824 -1.195 0.000
C -2.15221 -1.86840 1.44186 0.957 2.599 -0.188 0.001
O -2.52714 -0.67065 1.82047 -0.640 -3.354 0.233 -0.002
O -1.05307 -2.05558 0.81990 -2.031 -0.850 0.833 0.001
H -6.03042 -4.21062 0.73851 -0.247 -0.001 -0.062 0.000
H -5.92788 -5.20516 3.00468 -0.360 -0.249 0.000 0.000
H -4.02849 -4.67653 4.54482 -0.424 0.414 -0.546 0.000
H -2.33380 -2.97032 3.80260 0.106 -0.065 0.102 0.000
```
Forces are in eV/Å.

Values from the calculation:
Multiplicity: 2
E_tot, eV: -104335.0400
HOMO level (alpha / beta), eV: -2.101 / -3.320
Total charge: -1
Kohn-Sham gap (alpha / beta), eV: 4.775 / 5.993
⟨S²⟩: 0.751

---

8.
Below is a 2-piece molecular cluster, C4H3NO3 overall, with properties calculated with ωB97M-V/def2-TZVPD.

Structure (XYZ):
```
11
Properties=species:S:1:pos:R:3:forces:R:3:nbo_charge:R:1
C 2.70778 -1.63433 -0.12219 -0.185 0.392 -0.089 0.884
C 3.04246 1.46421 -0.00494 -0.170 0.057 0.153 1.031
C -0.19185 0.30349 -0.21537 -0.997 -3.158 2.053 -0.390
C 0.51696 -0.72086 0.24218 -0.679 0.016 -0.636 -0.013
N 1.85225 -0.79560 -0.06919 0.880 -0.331 0.186 -0.584
O 3.63235 -2.31894 -0.25024 0.561 -0.592 0.023 -0.490
O 3.21448 1.40780 1.13064 0.375 0.129 0.993 -0.516
O 2.83692 1.52224 -1.13363 0.090 0.432 -1.205 -0.517
H 0.23601 1.10990 -0.59619 2.127 3.180 -2.022 0.193
H -1.23184 0.37232 -0.13048 -1.375 -0.215 0.490 0.202
H 0.16780 -1.60201 0.75659 -0.627 0.091 0.054 0.200
```
Forces are in eV/Å.

Values from the calculation:
Multiplicity: 1
E_tot, eV: -11828.7485
SMILES string: C=CN=C=O.O=C=O
HOMO level, eV: -9.524
Kohn-Sham gap, eV: 10.074
Energy above the lowest of the compared OMol25 structures with the same formula, charge and spin, kJ/mol: 75.7

---

Among the records above, which one has the lowest E_tot?
C15H14BrCeNO2

---

Which value of E_tot does entry 5 give?
-46680.9653 eV